Formula: C32H23BrN4O3RuSSbSe4
Source: the OMol25 dataset
Level of theory: ωB97M-V/def2-TZVPD

Calculated values
ΔE to the lowest compared entry with this formula, charge and spin: 0.0 kJ/mol
net charge: -2
orbital gap (alpha / beta): 4.417 / 5.531 eV
spin multiplicity: 6
M: 1162.2 u
⟨S²⟩: 8.846
strongest force on any atom: 1.50 eV/Å
HOMO (alpha / beta): -0.81 / -2.26 eV

Cartesian coordinates (Å):
H (-0.719, -6.473, 2.387)
C (1.568, 1.298, 4.884)
C (-0.192, -3.652, 0.520)
C (-0.891, 0.938, 4.991)
C (-4.925, 5.468, -0.919)
H (-6.005, 3.056, -0.304)
H (2.640, 2.592, -4.512)
H (-4.316, 6.171, -1.487)
Br (-0.205, -8.353, 0.143)
C (0.170, -5.680, -0.777)
O (-0.345, -2.350, 0.695)
H (-5.141, 5.924, 0.050)
C (-0.489, -4.480, 1.615)
C (1.904, -1.345, -5.414)
H (-2.992, 0.656, 4.852)
C (0.633, -3.580, -1.891)
N (1.406, 1.244, 2.102)
H (2.538, 0.597, -6.085)
C (1.707, 1.624, -1.412)
C (-4.927, 3.003, -0.416)
C (-4.217, 4.150, -0.747)
C (-2.175, 2.855, -0.700)
C (-2.833, 4.058, -0.891)
C (2.538, 1.480, 2.715)
H (2.334, 3.507, -2.200)
H (1.582, 1.947, -0.383)
C (0.300, 0.995, 2.854)
Sb (5.971, -1.421, 1.920)
C (-0.168, -6.449, 0.309)
H (-2.265, 4.943, -1.154)
H (-1.100, 2.780, -0.810)
H (3.405, 1.670, 2.092)
H (-0.744, -3.983, 2.543)
H (0.438, -6.156, -1.713)
C (-2.085, 0.614, 2.907)
C (0.205, -4.275, -0.699)
C (1.612, -0.214, -2.892)
Se (6.696, 0.332, 3.435)
C (1.315, -1.604, -3.076)
H (-5.875, 5.340, -1.440)
C (2.051, 0.589, -3.978)
N (0.914, -2.279, -1.947)
C (2.681, 1.479, 4.122)
O (-1.456, -0.147, -1.409)
H (0.808, -4.204, -2.762)
S (-2.044, 0.180, -0.116)
C (1.470, -2.146, -4.368)
C (2.136, 2.468, -2.425)
H (2.014, -1.791, -6.397)
Se (2.687, -1.722, 0.868)
C (2.304, 1.952, -3.703)
C (-0.925, 0.676, 2.166)
C (0.317, 1.074, 4.261)
O (-3.026, -0.739, 0.400)
Se (4.451, -0.257, 0.120)
H (1.244, -3.185, -4.557)
C (-2.057, 0.744, 4.311)
N (-0.790, 0.530, 0.791)
C (-4.277, 1.792, -0.222)
N (1.464, 0.325, -1.649)
C (-0.484, -5.861, 1.527)
C (2.198, -0.007, -5.253)
H (-4.821, 0.894, 0.041)
Ru (0.623, -0.968, -0.316)
H (3.667, 1.607, 4.546)
H (-0.868, 0.998, 6.072)
C (-2.903, 1.721, -0.366)
H (1.619, 1.317, 5.968)
Se (7.680, -2.676, 0.757)
H (-3.030, 0.408, 2.427)

=====

Formula: C32H23FeN3O2
Source: the OMol25 dataset
Level of theory: ωB97M-V/def2-TZVPD

Calculated values
net charge: +1
orbital gap (alpha / beta): 6.442 / 6.727 eV
spin multiplicity: 2
M: 537.4 u
⟨S²⟩: 0.964
strongest force on any atom: 2.51 eV/Å
HOMO (alpha / beta): -10.58 / -10.63 eV

Cartesian coordinates (Å):
H (0.023, -3.713, 2.153)
H (0.634, -1.255, -3.476)
H (-3.546, 1.211, 2.936)
C (-4.459, -1.601, -2.153)
N (1.790, -0.952, -0.964)
H (1.626, 3.860, -4.364)
C (-0.439, -1.412, -3.416)
C (-0.728, 2.624, 4.189)
C (2.986, -4.087, 0.578)
H (2.214, 2.611, 2.434)
C (1.852, -2.066, -0.180)
H (0.149, 2.957, -2.585)
C (4.027, -2.577, -1.102)
C (-2.586, 2.929, 5.700)
C (-1.262, 3.114, 5.394)
H (4.760, -1.159, -2.509)
C (2.796, -0.639, -1.772)
C (0.784, -2.370, 0.695)
C (0.838, -3.487, 1.478)
H (-0.061, -1.694, 0.730)
C (2.969, -2.928, -0.234)
C (1.174, 2.436, 2.676)
Fe (0.224, 0.538, -0.876)
C (-2.188, -0.931, -1.820)
H (1.965, -5.247, 2.035)
H (-5.802, -1.158, -0.536)
O (-0.860, -0.797, -2.195)
H (1.273, 3.361, 4.569)
H (-0.607, 3.650, 6.070)
C (1.946, -4.360, 1.416)
C (3.948, -1.445, -1.856)
H (-4.459, 2.105, 5.037)
C (-3.816, -0.488, -0.127)
O (0.896, 1.439, 0.593)
C (3.058, 2.266, -4.188)
C (3.407, 1.092, -3.536)
C (-3.152, -1.524, -2.612)
C (-1.554, 1.920, 3.297)
C (1.059, 2.431, -2.860)
C (-4.789, -1.091, -0.907)
C (-3.410, 2.238, 4.804)
H (-4.047, -0.083, 0.847)
H (-5.218, -2.056, -2.774)
C (1.887, 2.939, -3.859)
H (-0.653, -2.480, -3.394)
N (-1.771, 0.701, 1.270)
C (-0.986, 1.430, 2.045)
C (1.418, 1.262, -2.215)
C (-2.904, 1.739, 3.626)
C (0.374, 1.758, 1.718)
H (4.898, -3.218, -1.160)
H (-2.907, -1.923, -3.586)
N (-1.448, 0.226, 0.127)
H (-2.993, 3.319, 6.623)
H (-0.924, -0.945, -4.272)
H (4.327, 0.586, -3.802)
H (3.844, -4.746, 0.517)
C (0.646, 2.842, 3.853)
C (2.579, 0.582, -2.543)
H (3.707, 2.665, -4.956)
C (-2.507, -0.397, -0.582)

=====

Formula: C32H24AsF6N5O11S8W
Source: the OMol25 dataset
Level of theory: ωB97M-V/def2-TZVPD

Calculated values
ΔE to the lowest compared entry with this formula, charge and spin: 254.4 kJ/mol
net charge: -2
orbital gap: 5.296 eV
M: 1283.9 u
strongest force on any atom: 1.26 eV/Å
HOMO: -2.15 eV

Cartesian coordinates (Å):
H (-0.449, 0.954, -4.621)
C (3.892, -0.190, -1.466)
O (2.028, 0.353, 0.735)
C (-3.036, 1.512, 4.651)
O (3.688, 1.873, 1.804)
H (0.320, 1.405, 6.529)
H (-4.908, -1.271, -3.934)
N (1.250, 0.851, -1.699)
N (-0.837, 2.353, 4.680)
F (4.772, -4.498, 1.059)
C (-1.406, 0.932, -5.128)
C (-1.307, 1.551, 9.507)
C (5.953, 1.669, -1.255)
C (-1.769, 1.768, 6.769)
H (4.464, 3.147, -1.632)
O (2.906, -1.084, -1.574)
H (3.008, 3.222, -3.182)
O (1.888, -4.302, 1.619)
H (-2.557, -1.754, -4.555)
O (1.666, -3.254, -0.679)
O (0.265, -1.625, -1.936)
H (1.331, 2.751, -3.534)
F (4.520, -3.759, -0.960)
H (-1.301, 2.911, -3.295)
O (-0.924, -4.660, 0.181)
F (3.533, -5.582, -0.354)
C (2.264, 1.578, -2.014)
O (-2.409, -2.731, 1.540)
W (1.346, -1.115, -0.325)
C (-2.473, 1.650, -4.596)
H (-0.748, -0.436, -6.630)
C (-3.685, -2.142, -0.891)
H (-3.033, 3.295, -3.338)
S (-0.288, -2.465, -3.074)
C (3.893, -4.364, 0.053)
C (-2.816, 1.947, 7.666)
C (6.214, 0.309, -1.111)
C (2.074, 2.874, -2.750)
H (7.221, -0.027, -0.893)
H (-3.998, -2.217, 0.139)
S (-0.804, 0.206, 0.046)
N (2.766, -1.968, 0.926)
C (-2.826, 0.061, -6.866)
C (-2.896, -1.887, -3.537)
C (-0.936, 1.042, -1.434)
H (-4.559, 2.103, -4.793)
H (-2.964, -0.565, -7.739)
N (-1.953, 1.879, 5.365)
O (0.104, -3.835, -2.989)
C (-2.369, -2.432, -1.234)
H (-1.129, 1.459, 10.571)
H (6.745, 2.396, -1.133)
H (-3.401, 1.971, 9.720)
O (-0.104, -1.776, -4.319)
F (3.585, -1.037, 3.725)
C (-4.210, -1.616, -3.182)
H (5.373, -1.677, -1.099)
S (0.010, 2.896, 2.175)
S (2.413, -3.418, 0.633)
C (-0.263, 1.395, 8.604)
S (-4.504, 0.863, 5.161)
C (-3.720, 1.557, -5.211)
As (-1.262, -3.084, 0.248)
F (1.514, -0.685, 3.155)
C (-1.989, -2.299, -2.576)
C (-4.598, -1.742, -1.861)
C (-1.039, 2.379, 3.389)
H (1.690, 3.625, -2.055)
O (0.036, -2.046, 0.878)
H (-4.877, 0.701, -6.799)
H (-2.005, -2.973, 2.383)
C (2.716, -0.137, 3.215)
C (4.668, 2.089, -1.540)
C (-2.301, 2.487, -3.360)
F (2.674, 0.898, 4.051)
N (0.039, 1.310, -2.223)
C (-2.577, 1.833, 9.029)
C (3.624, 1.169, -1.659)
H (-3.804, 2.167, 7.295)
C (-0.485, 1.507, 7.242)
S (3.450, 0.462, 1.548)
C (-1.582, 0.143, -6.255)
H (0.738, 1.182, 8.960)
S (-2.659, 1.774, 2.988)
C (5.198, -0.619, -1.221)
C (-3.899, 0.769, -6.337)
S (-2.572, 1.548, -1.829)
H (-5.611, -1.504, -1.562)